Record 1
{
  "formula": "C24H42AlF6O8",
  "method": "the ωB97M-V functional and the def2-TZVPD basis",
  "total_charge": -1,
  "e_lumo_ev": 1.81,
  "gap_ev": 6.78,
  "multiplicity": 1,
  "species": ["H", "H", "C", "C", "C", "H", "H", "C", "H", "O", "H", "H", "H", "O", "C", "H", "H", "H", "H", "O", "H", "H", "C", "H", "C", "H", "H", "H", "O", "H", "H", "H", "H", "H", "H", "F", "C", "O", "C", "F", "F", "Al", "H", "C", "H", "H", "H", "C", "C", "O", "H", "H", "H", "F", "H", "H", "C", "H", "C", "C", "H", "C", "C", "F", "H", "C", "H", "C", "H", "H", "C", "H", "C", "C", "F", "C", "O", "H", "H", "O", "C"],
  "xyz": [[0.94050, 3.37327, 1.42496], [3.02869, 2.63513, -4.41824], [-2.68550, -10.15821, 1.71568], [-3.46871, -0.16032, -2.87740], [-0.61679, 3.45867, -3.69286], [-0.73408, -10.45135, 2.59871], [0.82675, 3.95129, 3.83982], [-1.37487, -7.38939, 2.01272], [-1.57873, 3.18992, -3.23680], [-2.34434, -7.11612, 2.65589], [2.53211, 1.32680, -5.49701], [-0.28514, 3.96763, -0.20403], [-1.81482, 4.80905, -1.82988], [-0.82567, -8.58423, 1.85465], [1.97881, 3.71201, 1.35725], [-0.14761, -0.56633, -4.72855], [-0.87303, 3.76582, -4.71415], [-0.77891, 1.53473, -1.20936], [-0.89360, 5.52465, 0.32886], [-2.88898, 0.95265, -5.18856], [-0.14644, -4.29743, 4.22161], [-2.37860, -10.43625, 0.70744], [1.19897, 5.56518, -0.22115], [-1.78522, -9.36206, 3.51818], [-1.94788, 0.51890, -4.58239], [0.20795, 5.45210, -3.67678], [0.68209, -3.66709, 2.78544], [0.65041, 1.98008, -0.30182], [2.29805, 4.51549, 2.48998], [1.22364, 6.28194, 0.60633], [0.36194, 5.24144, 2.70377], [1.94619, 2.96137, -5.78984], [1.50715, 6.11127, -1.11518], [-0.46226, 0.66153, -6.01220], [2.14652, 1.26661, -1.87788], [2.06227, 1.44867, 3.42800], [-3.95131, 0.88511, -1.90387], [2.28735, -1.96568, 4.06046], [2.68841, 0.28575, 3.51828], [0.59804, -6.10106, 1.94764], [3.01160, -0.12402, 2.29206], [0.55555, 1.82927, -3.88693], [1.16571, -0.11207, -2.34147], [0.07223, -0.04472, -0.01823], [-3.44748, -9.38343, 1.64619], [-4.84038, 1.34833, -2.33197], [-3.12470, -11.03097, 2.19895], [-1.49626, -9.67990, 2.51707], [-0.23886, 5.03972, -0.40219], [-2.16659, 0.02095, -3.27601], [-3.20523, 1.65139, -1.71946], [-0.36456, -2.61171, 3.73807], [1.01087, 4.38741, -2.55863], [-0.21089, -6.73674, 0.03805], [2.25429, -3.86227, 4.73101], [-0.29855, -0.89534, -0.59591], [1.79446, -0.75029, 4.23953], [1.05519, -0.32952, 0.36977], [1.18909, 4.83095, 3.29475], [2.22761, 4.47075, 0.06759], [-0.97030, 6.33704, -1.95622], [1.12309, 0.96822, -2.13869], [-0.82024, 5.26314, -1.80230], [3.82405, 0.46167, 4.21400], [3.22607, 4.91219, 0.13226], [0.35444, -3.42794, 3.79544], [2.23909, 3.75569, -0.76166], [-0.53611, -6.32673, 1.26400], [1.51212, 5.58843, 4.00844], [2.60903, 2.82034, 1.38162], [1.53748, -3.04722, 4.65638], [-4.23273, 0.40080, -0.96906], [0.21526, 1.18614, -0.91504], [-0.54866, 0.42180, -4.95259], [-1.20459, -5.18790, 1.17395], [0.02223, 4.65681, -2.94905], [0.82861, -0.44473, 4.87428], [-0.59876, 0.12248, 0.83020], [1.23260, -2.75525, 5.66098], [-4.12757, -1.08661, -3.24808], [2.18847, 2.24227, -4.99883]]
}


Record 2
{
  "formula": "C4H5NO",
  "method": "the ωB97M-V functional and the def2-TZVPD basis",
  "total_charge": 0,
  "relative_energy_kcal_mol": 60.4,
  "e_lumo_ev": 0.06,
  "gap_ev": 9.33,
  "smiles": "O=C1C=CCN1",
  "multiplicity": 1,
  "species": ["N", "H", "C", "C", "O", "H", "H", "H", "C", "H", "C"],
  "xyz": [[0.36270, 0.56030, -0.89058], [0.69933, 1.06146, -1.69839], [-0.45735, 0.15799, 1.16615], [-0.26896, 1.21794, 0.13154], [-0.66986, 2.36326, 0.15973], [1.71206, -1.03357, -0.53879], [0.21832, -1.51852, -1.35334], [-1.17640, -1.15909, 0.78992], [-0.02774, -1.06636, 0.74649], [-1.01831, 0.31347, 2.08486], [0.62918, -0.84197, -0.59698]]
}


Record 3
{
  "formula": "C35H92FN13O6P4",
  "method": "the ωB97M-V functional and the def2-TZVPD basis",
  "total_charge": 0,
  "e_lumo_ev": -0.93,
  "gap_ev": 6.92,
  "smiles": "C[C@H](F)[C@H]1OC(=O)C[C@@H]1CCCCCN.CN(C)P(=O)(N(C)C)N(C)C.CN(C)P(=O)(N(C)C)N(C)C.CN(C)P(=O)(N(C)C)N(C)C.CN(C)P(=O)(N(C)C)N(C)C",
  "multiplicity": 1,
  "species": ["H", "H", "H", "H", "C", "C", "H", "C", "H", "H", "H", "H", "N", "H", "C", "C", "N", "H", "H", "O", "H", "H", "H", "H", "H", "H", "H", "H", "H", "H", "H", "H", "H", "C", "H", "N", "H", "H", "C", "F", "H", "C", "H", "H", "O", "C", "H", "H", "H", "H", "H", "H", "C", "C", "H", "H", "P", "H", "H", "H", "H", "H", "H", "H", "H", "C", "H", "H", "H", "C", "H", "C", "H", "H", "O", "H", "H", "H", "H", "C", "H", "H", "C", "H", "C", "H", "C", "H", "O", "C", "H", "C", "N", "C", "N", "C", "H", "H", "P", "N", "H", "C", "H", "H", "H", "H", "N", "H", "H", "C", "H", "C", "C", "H", "O", "C", "O", "H", "N", "H", "H", "C", "C", "C", "C", "N", "H", "C", "H", "H", "H", "C", "H", "H", "H", "H", "H", "N", "N", "H", "N", "C", "H", "N", "P", "H", "H", "H", "H", "C", "P"],
  "xyz": [[7.76515, -1.80008, 4.15668], [7.97617, 4.00310, 6.46661], [12.23601, 6.76231, 6.58595], [-9.42345, 3.74368, -5.40141], [7.45910, -1.90054, 1.97667], [-7.33263, -2.37502, 1.78097], [10.18432, 1.10622, 2.19139], [-0.72662, -1.92322, -3.42255], [10.61801, 7.13599, 5.95331], [10.28556, -1.39465, 3.14677], [9.60602, 6.29648, 3.88063], [7.10544, -0.86483, 1.95477], [12.24512, 4.86137, 4.84644], [-1.69574, -2.42191, -3.44130], [0.34621, 0.16952, -3.34430], [8.87086, 5.75274, 4.46780], [-9.53809, -3.03355, -0.55936], [-7.57726, -5.49177, 0.60265], [-7.31332, -5.80240, -2.88591], [9.00723, -4.49563, 4.00384], [-3.58799, -1.68398, -2.53358], [13.23698, 3.44537, 3.59518], [-12.09424, 1.62546, -4.63446], [11.56363, 6.68029, 3.98863], [-11.25755, -4.18533, -0.45371], [1.29603, -0.33397, -3.12236], [-2.59978, 1.88248, -0.56066], [-3.25915, -0.24768, -3.52870], [-11.35115, -1.96614, -0.90199], [3.45388, -1.20439, 0.69542], [-0.44220, -1.86088, -4.47627], [1.59021, -2.20579, 1.85507], [-6.33551, -5.32543, -1.48271], [8.75418, -3.61674, 3.28363], [1.60062, -0.56271, 1.78829], [-1.45553, -1.77295, -0.24471], [12.53145, 4.61504, 7.93901], [-8.75747, -1.11689, -7.29933], [-11.15702, 1.12803, -4.37483], [11.10031, -0.97698, 1.35161], [-1.91031, -3.79687, 0.00233], [4.09156, -1.85618, 2.64969], [11.56979, 5.29133, 2.87048], [-5.86099, 3.08423, -4.64123], [9.40266, -3.30875, 2.12892], [-7.33675, -5.27179, -1.93049], [-10.26817, -4.54204, -1.87499], [-10.25749, -0.19390, -7.55146], [-4.63248, -0.31194, -2.41755], [9.04182, 0.52830, 3.44281], [2.53361, -1.81879, 4.21737], [4.04856, -2.95780, 2.67708], [-2.19150, -2.95405, -0.63575], [7.60103, -2.57521, 3.38142], [-2.58935, 1.90968, -2.34030], [8.53176, 0.62210, 1.73858], [-1.09916, -0.34651, -1.12480], [8.51018, 2.61882, 5.48964], [2.91943, -0.20806, 3.53658], [11.21897, 5.28181, 8.93817], [-10.04582, 2.35242, -7.61285], [-10.92013, 3.56355, -4.57490], [-8.68249, 2.10314, -8.71035], [7.35929, 3.75464, 4.81658], [-0.00033, -2.56580, -2.90778], [-10.22872, -4.27877, -0.81116], [0.27519, 0.28827, -4.42819], [-11.02032, 1.21315, -3.28893], [-5.71818, 0.25992, -5.97405], [9.37667, 0.38513, 2.40526], [9.18545, -2.12480, 0.48710], [-3.03601, 1.43168, -1.45808], [-8.33580, -2.06414, 2.11058], [-6.78116, -2.74230, 2.64853], [0.38071, -0.29804, -0.75480], [4.72335, -0.21040, 1.37905], [-2.56679, -1.08601, 1.42794], [-7.38279, -2.34924, -3.51444], [-3.28047, -2.82558, -0.54410], [-3.58431, -0.59620, -2.53977], [-11.26811, 0.07093, -4.61578], [-9.80927, -5.11535, -0.25675], [2.78911, -1.27742, 3.28778], [4.91124, -1.52807, 3.32447], [12.08674, 5.76351, 3.71593], [-9.41680, 3.20516, -3.70174], [-7.70884, -4.67413, 1.30636], [-8.94300, -0.14834, -8.74959], [-8.79175, 0.12039, -3.82021], [-6.69905, 2.79276, -5.28055], [10.88416, 7.12709, 7.66530], [-5.99969, 0.54314, -4.94856], [-8.55255, 0.97048, -6.97927], [13.37941, 3.97843, 4.54350], [-7.40880, -3.38410, 0.73339], [5.39964, -2.10149, 0.39395], [-0.80658, -0.87310, 1.54308], [8.52992, 6.39206, 5.29634], [10.87813, 4.01319, 5.55362], [-2.81453, -0.02829, -1.45601], [7.12469, -3.36316, 0.43507], [6.48251, -2.85990, 1.18986], [-6.03779, -3.47451, -3.26946], [-4.10411, 1.66547, -1.43713], [6.74477, -3.16123, 3.75010], [-7.00931, -4.89444, 2.11774], [-0.80303, -0.59220, -2.84101], [-8.45114, 3.06651, -7.28904], [-9.90496, -0.97313, -0.91774], [4.40842, -1.26466, 1.25417], [0.38652, 1.16654, -2.90623], [-8.96398, 2.18047, -7.65700], [-7.13167, -3.39536, -3.33600], [-7.45641, -3.96697, -4.20926], [11.04469, 2.77294, 4.68718], [11.44198, 4.67245, 8.05841], [-6.39748, -2.22528, -1.09626], [11.06246, 3.66789, 8.27023], [9.34856, 4.46658, 4.91718], [-6.80026, -1.48854, 1.42619], [5.89015, -1.39503, -0.30487], [-1.59351, -1.54063, 1.18727], [8.24518, 3.67885, 5.45007], [-9.16766, -0.17608, -7.68016], [11.16051, 6.61551, 6.73965], [-10.04025, 1.73269, -5.11191], [-6.23546, -0.37017, -4.39500], [-10.30283, -1.94865, -1.21344], [-1.49423, -2.46611, 1.75680], [-8.03130, -5.85354, -1.32461], [-6.35728, 2.87771, -6.32330], [8.95908, -2.06120, 1.56349], [8.02178, 5.62064, 3.79133], [6.09583, -3.66856, 1.82448], [-5.12975, 0.98594, -4.46037], [14.30048, 4.56058, 4.46571], [4.83440, -2.79744, -0.25298], [-7.78721, -3.90255, -2.12499], [10.78771, 5.22250, 6.85285], [-8.72393, -4.72524, 1.72950], [1.60132, -1.36030, 2.41922], [-9.92831, 3.11416, -4.66864], [-10.25998, -2.02268, -2.30689], [-7.13463, 1.45798, -4.94432], [-7.80321, -2.73491, -0.80928], [13.52572, 3.23446, 5.32598], [-1.95764, -3.28472, -1.64478], [13.06301, 6.11121, 3.36908], [-7.45955, 3.54655, -5.09487], [9.96688, -1.02694, 2.15544], [-8.63736, 0.67999, -5.22799]]
}


Record 4
{
  "formula": "C30H24CoNP2Se3Te2",
  "method": "the ωB97M-V functional and the def2-TZVPD basis",
  "total_charge": -1,
  "e_lumo_ev": [2.21, 2.22],
  "gap_ev": [6.00, 6.04],
  "multiplicity": 2,
  "species": ["H", "H", "N", "H", "H", "H", "C", "H", "C", "C", "Co", "H", "C", "H", "C", "C", "H", "C", "C", "C", "C", "C", "C", "H", "P", "H", "C", "C", "H", "C", "H", "H", "H", "C", "C", "Se", "C", "C", "C", "H", "C", "C", "Se", "H", "C", "C", "H", "H", "H", "C", "Te", "H", "C", "Se", "H", "C", "C", "Te", "P", "H", "H", "C", "C"],
  "xyz": [[6.81102, -0.16078, -2.63773], [4.39951, 0.98059, 0.70570], [5.18910, 3.50164, 4.15785], [4.94822, -1.54051, -3.50567], [-1.74623, 3.22952, -0.60921], [-1.90539, 6.62411, 1.99741], [4.37217, 2.97346, 5.06923], [3.39212, 2.69948, 1.42978], [4.51643, 3.51654, -2.89614], [2.57022, 2.16604, -2.49896], [-0.19918, 0.36193, -0.40026], [4.88549, 5.06434, -1.45269], [2.30200, 2.86861, -1.32556], [5.38139, 3.76347, -3.49941], [3.36277, -2.81720, 3.06866], [5.87643, -0.21652, -2.09320], [-0.00592, -2.29279, 1.25220], [0.94069, -2.45001, 1.75742], [3.26521, -1.89185, 2.04173], [1.04059, -3.37339, 2.78906], [-1.25893, 3.91343, 0.07611], [2.24807, -3.55659, 3.44562], [4.80707, 3.38090, 2.88787], [1.70134, 4.36510, 1.66743], [0.86302, 2.27027, -0.37251], [5.47190, 3.81084, 2.14418], [3.13991, 3.92383, -0.96594], [3.46411, -0.33973, -0.70009], [2.79697, -1.61540, -2.28822], [-0.02564, 5.59293, 1.90781], [1.90517, 1.35946, -2.79139], [0.16907, -3.94786, 3.07639], [4.13690, -1.31653, 1.75503], [0.68281, 4.54346, 1.34636], [4.83258, -0.99093, -2.57971], [-3.75634, -1.00933, -0.14671], [1.29165, 1.06654, 0.87891], [3.67726, 2.47996, -3.27420], [3.63856, 2.75445, 2.48275], [6.52676, 1.10637, -0.53112], [2.79324, 2.20065, 3.43872], [3.62934, -1.04484, -1.89078], [-1.06622, -0.20009, -2.53862], [2.58872, 1.90752, 5.57209], [4.24102, 4.24435, -1.74520], [2.05076, -1.69589, 1.38743], [4.30762, -2.95754, 3.57909], [2.32452, -4.27779, 4.25024], [-3.00876, 5.10907, 0.37953], [3.18746, 2.32157, 4.76949], [-2.34094, -2.22958, -1.81842], [4.68719, 3.06938, 6.10365], [-1.35120, 5.80733, 1.55175], [-2.02215, -0.03025, 1.10911], [0.45319, 6.23377, 2.63763], [5.71776, 0.49451, -0.91112], [-1.96907, 4.96323, 0.64249], [0.97671, 1.26173, 2.93061], [1.81998, -0.45064, 0.08475], [2.93356, 4.50817, -0.07907], [3.88092, 1.91277, -4.17352], [4.52012, 0.42700, -0.21571], [0.07654, 3.70291, 0.41273]]
}


Record 5
{
  "formula": "C27H27N5O4S4Tl",
  "method": "the ωB97M-V functional and the def2-TZVPD basis",
  "total_charge": -2,
  "relative_energy_kcal_mol": 24.0,
  "e_lumo_ev": [4.29, 4.28],
  "gap_ev": [3.74, 5.74],
  "multiplicity": 2,
  "species": ["H", "C", "H", "C", "H", "C", "H", "C", "H", "C", "N", "H", "C", "H", "C", "C", "Tl", "O", "C", "C", "C", "S", "C", "H", "C", "C", "H", "H", "C", "H", "C", "N", "N", "O", "H", "H", "O", "O", "C", "H", "H", "H", "N", "C", "H", "H", "H", "H", "S", "S", "C", "C", "C", "H", "C", "H", "S", "C", "C", "H", "H", "H", "H", "H", "C", "N", "C", "C"],
  "xyz": [[4.22592, 4.13047, -1.68232], [-3.40921, 3.15358, 2.20864], [4.84543, -4.11776, 2.80748], [2.41062, 5.24253, -1.84027], [-3.74968, 3.53965, 1.25375], [3.15916, 4.15931, -1.48244], [3.26369, -3.27615, 2.87676], [4.34559, -3.14781, 2.82767], [4.09463, -0.00112, -5.11649], [1.01610, 5.23948, -1.58709], [2.98093, -1.89079, -2.62847], [5.92486, -3.35724, -3.14278], [-4.08054, -1.24477, 1.85839], [-2.10250, 1.68471, 5.53116], [-4.22160, -0.12458, 1.05105], [-2.99102, 3.38684, 4.56813], [0.40366, 0.16065, -0.55271], [2.02373, -1.93818, -1.67968], [-1.00135, -3.53427, -1.89471], [-6.38993, -1.78422, 1.45416], [0.48192, 4.09582, -1.01122], [-2.80111, 0.93437, 0.68889], [-2.20415, -2.78654, -1.25409], [-1.29189, -4.56686, -2.08369], [5.12974, -1.65947, -4.26953], [-5.17271, -2.06906, 2.06542], [-5.06792, -2.95630, 2.67791], [-3.11321, -1.49493, 2.27756], [-2.47640, 2.09583, 4.60119], [0.38576, 6.07963, -1.84990], [4.08722, -0.80043, -4.39068], [1.17935, 3.02517, -0.64678], [0.22043, -3.46356, -1.06125], [-3.26590, 1.89590, -0.35062], [3.91376, -3.41837, -1.63646], [-7.44691, -0.46979, 0.12885], [-1.87024, -1.93885, -0.38049], [-3.33448, -3.07482, -1.68542], [3.32400, 1.92898, -0.45137], [-3.01542, 3.98513, 5.47136], [1.21634, -2.49922, -1.96789], [-0.03705, -2.84695, -0.28363], [3.77569, -0.06979, 0.47545], [-5.41585, 0.15770, 0.42085], [2.87677, 6.09451, -2.32640], [4.69279, -2.56719, 3.68319], [5.99185, -1.55883, -4.91853], [-3.82716, 4.93196, 3.33412], [1.61026, 0.13889, -3.65794], [1.76821, -1.54345, 1.63753], [5.10441, -2.66895, -3.28234], [4.01849, -2.73522, -2.46841], [3.35747, -1.11567, 1.11367], [4.39951, 1.98270, -0.62648], [-6.50891, -0.67556, 0.63036], [-7.23715, -2.44296, 1.60321], [4.73125, -2.29483, 1.28187], [-2.91268, 1.86368, 2.25490], [-2.42164, 1.33662, 3.44181], [0.41741, -4.35993, -0.63442], [-5.46559, 1.01243, -0.24400], [-1.97730, 0.34698, 3.45812], [-0.82006, -3.05796, -2.86182], [-0.59250, 4.03130, -0.83743], [2.54551, 3.03264, -0.85113], [2.82057, 0.84777, 0.13559], [-3.44995, 3.91673, 3.36983], [2.92896, -0.87959, -3.55002]]
}